Molecular formula: C45H100F12N4O6P2S2
Method: DFT, ωB97M-V/def2-TZVPD

Geometry as XYZ:
```
171
Properties=species:S:1:pos:R:3
P -0.501 0.246 0.243
F -0.530 1.338 1.438
F 0.822 1.025 -0.411
F 0.572 -0.566 1.203
F -0.275 -0.857 -0.933
F -1.781 -0.641 0.697
F -1.438 1.157 -0.771
C 1.253 10.003 0.498
C 0.125 9.020 0.949
C 0.798 7.733 1.168
C -0.085 6.541 0.645
N 0.411 5.155 0.959
C -0.528 4.111 0.185
C -1.808 4.151 0.951
C -1.441 4.203 2.362
C 0.063 4.706 2.422
C 1.871 4.903 0.570
C 2.162 5.002 -0.880
C 3.638 4.815 -1.433
H 1.876 9.522 -0.257
H 1.876 10.156 1.379
H 0.886 10.964 0.138
H -0.505 9.063 0.060
H -0.481 9.392 1.774
H 0.984 7.710 2.242
H 1.793 7.624 0.737
H -0.205 6.605 -0.436
H -1.112 6.636 0.997
H 0.025 3.174 0.258
H -0.738 4.501 -0.811
H -2.458 3.306 0.726
H -2.405 5.049 0.791
H -1.517 3.293 2.957
H -2.200 4.803 2.865
H 0.752 3.928 2.755
H 0.232 5.551 3.090
H 2.107 3.895 0.910
H 2.431 5.435 1.339
H 1.825 5.993 -1.186
H 1.556 4.215 -1.330
H 3.870 5.454 -2.285
H 3.944 3.809 -1.723
H 4.255 5.216 -0.629
C 0.293 2.851 -3.405
C 1.028 2.044 -4.556
C 0.464 0.610 -4.796
C 0.107 -0.281 -3.610
P -0.834 -1.873 -3.965
C 0.185 -3.220 -3.394
C 1.570 -3.296 -4.096
C 2.436 -4.165 -3.312
C 1.930 -5.653 -2.912
C -2.358 -1.690 -3.155
C -3.236 -2.983 -3.080
C -4.674 -2.584 -2.819
C -5.534 -3.739 -2.439
C -1.249 -2.290 -5.715
C -2.533 -1.623 -6.315
C -2.626 -2.143 -7.742
C -3.701 -1.404 -8.530
H 0.477 2.452 -2.407
H -0.779 2.719 -3.549
H 0.582 3.900 -3.471
H 2.097 1.995 -4.348
H 0.977 2.643 -5.465
H 1.030 -0.006 -5.495
H -0.541 0.797 -5.172
H -0.479 0.395 -2.988
H 1.100 -0.482 -3.207
H -0.541 -4.012 -3.576
H 0.297 -3.000 -2.332
H 1.964 -2.305 -4.323
H 1.341 -3.685 -5.088
H 2.682 -3.690 -2.362
H 3.458 -4.154 -3.690
H 1.826 -6.290 -3.790
H 0.995 -5.705 -2.353
H 2.669 -6.208 -2.334
H -2.939 -0.829 -3.484
H -2.041 -1.293 -2.191
H -2.735 -3.690 -2.419
H -3.347 -3.161 -4.150
H -5.054 -2.067 -3.700
H -4.555 -1.777 -2.096
H -4.985 -4.364 -1.735
H -5.688 -4.322 -3.347
H -6.557 -3.514 -2.137
H -1.369 -3.368 -5.823
H -0.276 -2.025 -6.128
H -2.588 -0.535 -6.281
H -3.449 -1.872 -5.780
H -2.883 -3.199 -7.815
H -1.719 -1.943 -8.312
H -4.558 -1.099 -7.930
H -4.129 -1.975 -9.354
H -3.309 -0.469 -8.931
C 2.728 -1.709 3.864
C 3.765 -0.786 3.183
N 4.498 -1.397 1.965
C 3.539 -1.509 0.825
C 5.694 -0.498 1.387
C 5.328 1.062 1.168
C 5.096 -2.841 2.276
C 6.358 -2.845 3.189
O 6.263 -1.910 4.262
C 7.407 -1.433 4.868
H 2.355 -1.225 4.767
H 3.281 -2.527 4.326
H 1.847 -1.840 3.236
H 4.543 -0.357 3.816
H 3.183 0.055 2.806
H 4.056 -2.084 0.056
H 3.149 -0.548 0.492
H 2.655 -2.095 1.076
H 6.258 -1.060 0.642
H 6.427 -0.599 2.188
H 4.583 1.429 1.873
H 4.760 1.082 0.238
H 6.189 1.728 1.114
H 5.320 -3.336 1.331
H 4.289 -3.389 2.761
H 7.144 -2.556 2.490
H 6.523 -3.847 3.585
H 7.048 -0.684 5.574
H 8.101 -0.791 4.325
H 7.882 -2.283 5.357
C -0.184 0.508 4.766
C -1.567 0.733 5.480
N -2.784 -0.038 4.859
C -2.718 -1.468 5.361
C -4.069 0.636 5.531
C -4.456 2.006 4.828
C -2.845 -0.137 3.312
C -4.137 -0.892 2.717
O -5.062 0.050 2.265
C -4.640 0.611 1.032
H 0.179 -0.519 4.767
H 0.681 1.045 5.158
H -0.309 0.651 3.693
H -1.860 1.781 5.419
H -1.394 0.430 6.512
H -1.671 -1.602 5.635
H -3.066 -2.282 4.725
H -3.266 -1.568 6.298
H -3.847 0.781 6.589
H -4.771 -0.195 5.460
H -4.846 2.741 5.531
H -5.349 1.815 4.234
H -3.688 2.420 4.175
H -1.885 -0.644 3.213
H -2.822 0.889 2.945
H -4.755 -1.396 3.460
H -3.783 -1.602 1.969
H -3.747 1.219 1.174
H -5.368 1.372 0.751
H -4.485 -0.013 0.152
C -0.476 -8.059 -1.088
F -0.545 -8.422 -2.378
F -0.523 -9.179 -0.359
F 0.648 -7.404 -0.900
S -1.922 -6.742 -0.613
O -1.952 -5.896 -1.814
O -3.132 -7.582 -0.480
N -1.400 -6.185 1.018
S -1.227 -4.691 0.745
O -0.142 -4.242 -0.114
O -2.537 -4.023 0.519
C -0.762 -4.067 2.575
F -1.719 -4.580 3.424
F 0.424 -4.478 2.989
F -0.850 -2.753 2.604
```

- F_max: 4.75 eV/A
- Electronic energy: -5121.94610 Eh
- Spin multiplicity: 1
- Total charge: +2